Entry 1:
Molecular formula: C3H8IO
Method: DFT, wB97M-V/def2-TZVPD

Each line ends with the Löwdin charge.
Geometry (Å):
I 20.1221 18.3445 -14.2831  -0.6483
C 23.6278 20.2106 -15.2705  -0.0922
C 24.1529 20.2057 -13.8450  -0.5093
C 24.0094 21.5745 -13.1913  -0.0821
O 23.4307 19.2550 -13.0747  -0.1274
H 23.4586 19.1902 -15.6232  0.0683
H 24.3776 20.5948 -15.9787  0.0691
H 22.6963 20.7468 -15.4370  0.0655
H 25.1950 19.8993 -13.7670  0.1248
H 24.3393 21.5462 -12.1542  0.0677
H 22.9765 21.9329 -13.2561  0.0782
H 24.5377 22.3925 -13.7028  0.0684
H 22.4898 19.2590 -13.3477  -0.0829

ΔE to the lowest compared entry with this formula, charge and spin   4.1 kcal per mole
Kohn-Sham gap   7.289 eV
DFT total energy   -492.12853 a.u.
Net charge   -1
Multiplicity   1
LUMO energy   3.69 eV

***

Entry 2:
Molecular formula: C3H8LuO3
Method: DFT, wB97M-V/def2-TZVPD

Each line ends with the Löwdin charge.
Geometry (Å):
O -0.4636 -2.0683 -0.8078  -0.4036
C -0.2529 -1.7742 0.5383  -0.3129
C -0.1680 -0.2726 0.8111  -0.1997
O 0.8934 0.1816 -0.0698  -0.3806
C 1.3738 1.4832 0.2051  -0.0624
Lu -0.0570 -0.5391 -2.0233  1.9386
H 0.7233 -2.2225 0.8229  0.1348
H -1.0571 -2.1726 1.1873  0.1395
H 0.1298 -0.0695 1.8505  0.1356
H 1.7388 1.5205 1.2417  0.1143
H 2.1560 1.7028 -0.5304  0.1043
H 0.5756 2.2354 0.1056  0.1108
O -1.7716 0.8755 -1.7237  -0.4746
H -2.6242 0.6891 -2.1158  -0.0378
H -1.1962 0.4307 0.5085  0.1937

ΔE to the lowest compared entry with this formula, charge and spin   13.6 kcal per mole
Kohn-Sham gap   8.256 eV
DFT total energy   -1580.11179 a.u.
Net charge   +1
Multiplicity   1
LUMO energy   -5.68 eV

***

Entry 3:
Molecular formula: C3H8N
Method: DFT, wB97M-V/def2-TZVPD

Each line ends with the Löwdin charge.
Geometry (Å):
C 2.0968 0.4002 0.1877  -0.0252
C 1.1772 -0.3332 -0.3683  0.0245
C -0.8846 -0.6588 0.5886  0.0094
N -1.4997 0.3161 -0.3457  0.1136
H 2.8023 0.7388 -0.4632  0.0347
H 2.2829 0.4854 1.3348  0.1246
H 0.9585 -0.5721 -1.3770  0.0478
H -0.5677 -0.4532 1.6290  0.1049
H -1.1879 -1.6207 0.3778  0.0476
H -1.7767 -0.0053 -1.2907  0.1850
H -0.9336 1.1164 -0.3573  0.1183
H -2.4675 0.5866 0.0842  0.2148

ΔE to the lowest compared entry with this formula, charge and spin   90.5 kcal per mole
Kohn-Sham gap   9.932 eV
DFT total energy   -173.43846 a.u.
Net charge   +1
Multiplicity   1
LUMO energy   -4.10 eV

***

Entry 4:
Molecular formula: C3H8N2
Method: DFT, wB97M-V/def2-TZVPD

Each line ends with the Löwdin spin population.
Geometry (Å):
C 0.8653 -0.9215 -1.4468  0.2143
C 0.2667 -0.0849 -0.3406  0.0932
C -0.9467 -0.2823 0.1894  0.2472
N -1.4164 0.4036 1.3566  0.0636
N 1.1354 0.8547 0.2421  0.0478
H 0.2482 -0.8512 -2.3510  0.0362
H 1.9234 -0.6785 -1.5794  0.0292
H 0.7888 -1.9752 -1.1475  0.0429
H -1.5385 -1.1289 -0.1375  0.0642
H -2.4002 0.2068 1.5274  0.0623
H -0.9366 0.0757 2.2055  0.0465
H 1.8510 1.2059 -0.3584  0.0323
H 0.7167 1.2936 1.0407  0.0204

ΔE to the lowest compared entry with this formula, charge and spin   8.6 kcal per mole
Kohn-Sham gap (spin up / spin down)   2.769 / 8.100 eV
DFT total energy   -228.53519 a.u.
Expectation value of S²   0.750
Net charge   -1
Multiplicity   2
LUMO energy (spin up / spin down)   4.30 / 4.67 eV

***

Entry 5:
Molecular formula: C3H8N2
Method: DFT, wB97M-V/def2-TZVPD

Each line ends with the Löwdin charge.
Geometry (Å):
C -2.3929 0.2861 -0.0196  -0.0936
N -1.3740 -0.1642 -0.5832  -0.0743
N -0.4707 -0.8467 0.2512  -0.1034
C 0.9331 -0.6932 -0.2999  -0.3106
C 1.6546 0.6103 -0.0163  -0.1497
H -2.4172 0.1941 1.0527  0.0523
H -3.2446 0.7958 -0.5638  0.0831
H -0.5296 -0.5840 1.2405  0.1017
H 1.4178 -1.5666 0.1183  0.0910
H 0.8254 -0.9156 -1.3766  0.1017
H 2.0887 0.5632 1.1069  0.0949
H 2.4705 0.6751 -0.9232  0.1102
H 1.0388 1.6457 0.0131  0.0967

ΔE to the lowest compared entry with this formula, charge and spin   77.9 kcal per mole
Kohn-Sham gap   10.024 eV
DFT total energy   -228.52444 a.u.
Net charge   0
Multiplicity   1
LUMO energy   1.14 eV
SMILES string   C=NNCC

***

Entry 6:
Molecular formula: C3H8N2
Method: DFT, wB97M-V/def2-TZVPD

Each line ends with the Löwdin charge.
Geometry (Å):
H -1.5829 -0.0486 1.6712  0.0241
N -1.8916 -0.0209 0.7096  0.0454
C -1.4561 0.8654 -0.1041  -0.4003
N -2.1259 1.0336 -1.2699  0.0624
H -0.5629 1.4640 0.0808  0.1123
H -3.0354 0.6633 -1.4550  0.0873
H -1.6002 1.2861 -2.0881  0.0800
C 2.5710 -0.5388 0.2735  -0.0909
C 1.5389 -1.3489 0.4530  -0.0837
H 2.7540 0.1005 -0.5902  0.0409
H 3.3017 -0.2742 1.0336  0.0428
H 0.6503 -1.4040 -0.1561  0.0348
H 1.4391 -1.7775 1.4416  0.0448

ΔE to the lowest compared entry with this formula, charge and spin   56.1 kcal per mole
Kohn-Sham gap   10.275 eV
DFT total energy   -228.55929 a.u.
Net charge   0
Multiplicity   1
LUMO energy   1.05 eV
SMILES string   [H]/N=C/N.C=C